Entry 1:
This record from the OMol25 dataset describes a single C4H5ClS molecule at a distorted geometry. The level of theory is ωB97M-V/def2-TZVPD.

Output
SMILES string	C/C(Cl)=C\C=S
HOMO-LUMO gap	7.77	eV
HOMO level	-8.7	eV
E_LUMO	-0.035	hartree

Positions of all 11 atoms, in Å:
Cl -2.4965 -0.5340 0.3624
S 2.2777 0.6806 -0.2793
C -0.7932 -0.1919 0.0707
C -0.1777 0.6191 0.9778
C 1.2232 0.9337 0.9822
C -0.2680 -0.8437 -1.1712
H 1.6003 1.3413 1.9194
H 0.5175 -1.6474 -0.9821
H -0.8374 1.1585 1.6407
H -1.0821 -1.3788 -1.6137
H 0.0361 -0.1374 -1.9067

Entry 2:
This record from the OMol25 dataset describes a molecular structure, C4H5CrO6 at a distorted geometry. The level of theory is ωB97M-V/def2-TZVPD.

Output
HOMO-LUMO gap (spin up / spin down)	6.40 / 8.05	eV
HOMO level (spin up / spin down)	-7.1 / -8.5	eV
E_LUMO (spin up / spin down)	-0.027 / -0.017	hartree
2S+1	6
<S²>	8.754

Positions of all 16 atoms, in Å:
Cr -1.8899 0.7867 3.9498
O -2.0341 0.9370 1.9408
O -1.0479 -0.6100 0.7106
O 1.9451 0.2300 -1.4900
O -0.7284 -0.5280 2.9319
O 0.7596 -1.4281 -0.6484
O 2.9471 -1.5001 -0.5837
C 0.2221 1.0740 -1.1679
C -0.5300 0.0277 -0.4363
C 1.8508 -0.9636 -1.0993
C -1.2393 -0.0384 1.8929
H -0.4057 1.3988 0.0418
H -0.2326 1.2276 -2.1538
H 0.7988 1.9714 -0.9282
H -1.2649 -0.3348 -1.1729
H 3.0958 -2.3667 -0.9835

Entry 3:
This record from the OMol25 dataset describes a molecular structure, C4H5CuO5 at a distorted geometry. The level of theory is ωB97M-V/def2-TZVPD.

Output
HOMO-LUMO gap	3.88	eV
HOMO level	-6.9	eV
E_LUMO	-0.110	hartree

Positions of all 15 atoms, in Å:
Cu 2.6939 3.3620 2.4438
O 2.8989 1.9078 0.6150
O 1.6456 0.8394 -0.8737
O -3.0770 -2.8184 -0.3876
O 0.7445 1.6102 0.9979
O -1.8925 -1.0177 -0.2821
C 1.7751 1.5633 0.2330
C -2.2533 -2.0556 0.3624
C -0.3914 0.1895 0.1869
C 0.7254 -0.2496 -0.7664
H -3.1705 -2.4371 -1.2824
H -0.9958 0.9964 -0.2453
H 1.2586 -1.1226 -0.3751
H 0.3478 -0.4403 -1.7772
H -0.3094 -0.3273 1.1508

Entry 4:
This record from the OMol25 dataset describes a molecular structure, C4H5EuO6 at a distorted geometry. The level of theory is ωB97M-V/def2-TZVPD.

Output
total charge	+1
HOMO-LUMO gap (spin up / spin down)	5.06 / 6.61	eV
HOMO level (spin up / spin down)	-12.4 / -13.4	eV
E_LUMO (spin up / spin down)	-0.269 / -0.249	hartree
2S+1	8
<S²>	15.772

Positions of all 16 atoms, in Å:
Eu 2.1731 0.7162 0.9087
O -1.2384 -0.7693 1.9514
O 0.9196 -1.0699 1.3778
O 0.9627 2.5350 1.5858
O -1.2777 2.3761 1.2899
O 0.8912 0.8284 -0.8410
O -0.7709 -1.5729 0.0145
C 0.1461 0.0013 -1.6702
C 0.0026 -1.4395 -1.1966
C -0.3028 -1.2213 1.1883
C -0.1497 2.8714 1.0813
H 0.5254 -0.0546 -2.7092
H -0.5633 -2.0148 -1.9389
H -1.3979 0.3557 1.7562
H -0.8787 0.4128 -1.7554
H 0.9588 -1.9544 -1.0426

Entry 5:
This record from the OMol25 dataset describes a single C4H5F2I molecule at a distorted geometry. The level of theory is ωB97M-V/def2-TZVPD.

Output
HOMO-LUMO gap (spin up / spin down)	8.93 / 7.72	eV
HOMO level (spin up / spin down)	-9.1 / -8.0	eV
E_LUMO (spin up / spin down)	-0.006 / -0.011	hartree

Positions of all 12 atoms, in Å:
I 2.9689 -0.3283 0.4170
F -0.3443 1.7103 -1.8932
F 1.2744 2.9554 -1.0827
C 0.9149 0.0677 0.3724
C -0.0055 -0.8401 -0.3802
C 0.1440 2.3282 -0.7269
C 0.3553 1.5120 0.5522
H -0.8138 -1.0826 0.2182
H -0.6127 1.3474 0.8657
H -0.3441 -0.2856 -1.2332
H 0.5046 -1.7465 -0.6908
H 0.9166 2.1092 1.2897

Entry 6:
This record from the OMol25 dataset describes a single C4H5F2N molecule at a distorted geometry. The level of theory is ωB97M-V/def2-TZVPD.

Output
SMILES string	CC#CCN(F)F
HOMO-LUMO gap	10.91	eV
HOMO level	-10.0	eV
E_LUMO	0.032	hartree

Positions of all 12 atoms, in Å:
F -2.6611 0.3537 0.6578
F -3.2027 0.0299 -1.4242
N -2.1686 0.4031 -0.6302
C 1.1728 -0.0309 0.2928
C 0.1031 -0.2591 -0.1743
C 2.3818 0.5400 0.8077
C -1.1225 -0.7968 -0.6274
H -1.0781 -1.1934 -1.7147
H 2.6611 0.4598 1.8256
H 2.3056 1.5808 0.6248
H 3.2670 0.3995 0.2841
H -1.6584 -1.4865 0.0781

Entry 7:
This record from the OMol25 dataset describes a single C4H5F2N molecule at a distorted geometry. The level of theory is ωB97M-V/def2-TZVPD.

Output
SMILES string	[H]/N=C(/C=C)C(F)F
HOMO-LUMO gap	10.61	eV
HOMO level	-10.2	eV
E_LUMO	0.015	hartree

Positions of all 12 atoms, in Å:
F -0.1675 -0.2418 1.9364
F -2.1745 -0.0740 1.3111
N -1.4396 1.1899 -0.8546
C 1.9221 -0.4477 -0.3436
C -0.5862 0.4779 -0.2870
C -0.9544 -0.4372 0.8513
C 0.9647 0.3779 -0.7612
H -2.4001 1.1195 -0.5691
H 0.8510 0.9349 -1.6966
H -0.7257 -1.4583 0.6251
H 2.8281 -0.5531 -0.8623
H 1.8822 -0.8881 0.6505

Entry 8:
This record from the OMol25 dataset describes a single C4H5F4N3 molecule at a distorted geometry. The level of theory is ωB97M-V/def2-TZVPD.

Output
SMILES string	C[C@@](C#N)(CN(F)F)N(F)F
HOMO-LUMO gap	11.23	eV
HOMO level	-10.6	eV
E_LUMO	0.023	hartree

Positions of all 16 atoms, in Å:
F 1.0827 -0.4769 -1.9188
F -2.0388 -1.1392 -1.7165
F 1.4549 -2.2679 -0.7959
F -1.9662 -2.2037 0.1548
N 1.5725 -0.8847 -0.6972
N -1.2362 -1.4842 -0.7395
N 0.7647 -1.3779 2.7680
C -0.8732 -0.1338 -0.1239
C 0.5513 -0.1860 0.4343
C 1.2605 1.1695 0.6171
C 0.6585 -0.8962 1.7481
H 2.3197 1.0947 0.4063
H 1.1249 1.4353 1.6779
H -1.0327 0.4718 -0.9104
H -1.4794 0.1302 0.6895
H 0.7561 1.9081 -0.0067

Entry 9:
This record from the OMol25 dataset describes a single C4H5FN2 molecule at a distorted geometry. The level of theory is ωB97M-V/def2-TZVPD.

Output
HOMO-LUMO gap (spin up / spin down)	7.52 / 8.90	eV
HOMO level (spin up / spin down)	-8.4 / -9.1	eV
E_LUMO (spin up / spin down)	-0.031 / -0.009	hartree

Positions of all 12 atoms, in Å:
F 2.2496 0.3295 2.1849
N -1.4559 -0.3787 -0.3458
N -1.0333 1.0460 -2.3386
C -1.6337 0.6055 -1.3803
C -0.3287 -0.9125 0.2686
C 0.8388 -0.4755 0.5749
C 2.0223 0.2229 0.8667
H 2.9464 -0.2034 0.3713
H 2.0576 1.2890 0.4718
H -0.6493 -1.9482 0.3573
H -2.4275 -0.6294 0.0235
H -2.5863 1.0547 -1.0540

Entry 10:
This record from the OMol25 dataset describes a single C4H5FN2O molecule at a distorted geometry. The level of theory is ωB97M-V/def2-TZVPD.

Output
SMILES string	C[C@@H](F)c1cnno1
HOMO-LUMO gap	11.23	eV
HOMO level	-10.6	eV
E_LUMO	0.025	hartree

Positions of all 13 atoms, in Å:
F 0.7973 -0.2816 1.8513
O 0.3146 1.4997 -0.3668
N -0.5241 2.5327 -0.8374
N -1.7031 2.1380 -0.6702
C -1.7357 0.8793 -0.1481
C 1.3365 -1.2837 -0.2268
C 0.2394 -0.7079 0.6299
C -0.4466 0.4923 0.0553
H -0.5463 -1.4525 0.8990
H 0.9416 -1.7512 -1.1468
H 2.0631 -0.4792 -0.5062
H -2.6773 0.4184 0.0810
H 1.9405 -2.0043 0.3858

Entry 11:
This record from the OMol25 dataset describes 2 unconnected molecules or ions with the total composition C4H5FN3 at a distorted geometry. The level of theory is ωB97M-V/def2-TZVPD.

Output
total charge	+1
HOMO-LUMO gap (spin up / spin down)	7.44 / 7.44	eV
HOMO level (spin up / spin down)	-14.1 / -14.2	eV
E_LUMO (spin up / spin down)	-0.246 / -0.246	hartree

Positions of all 13 atoms, in Å:
F 1.3879 -0.2757 1.2114
N -0.9385 -0.1697 -1.3787
N -0.8865 -0.0215 0.7980
N -1.6649 -0.1226 -0.4130
C 1.3968 -0.2232 -1.9737
C -1.3998 -0.1887 1.9635
C 0.4124 -0.1021 -1.0735
C 0.4525 0.1392 0.3932
H 2.4335 -0.1476 -1.6880
H 0.9011 2.0647 0.2896
H 1.1612 -0.4105 -3.0089
H -2.4597 -0.4031 2.0217
H -0.7961 -0.1392 2.8583

Entry 12:
This record from the OMol25 dataset describes 2 unconnected molecules or ions with the total composition C4H5FNO2 at a distorted geometry. The level of theory is ωB97M-V/def2-TZVPD.

Output
total charge	-1
HOMO-LUMO gap	6.45	eV
HOMO level	-2.6	eV
E_LUMO	0.142	hartree

Positions of all 13 atoms, in Å:
F -0.5906 2.8615 0.4935
O 2.0680 -1.4124 -1.5131
O 0.3807 -1.0263 -3.0609
N 0.2134 0.3779 -0.8615
C -0.6029 1.5688 1.1965
C -0.2157 0.5136 0.4014
C 1.1417 -1.1003 -2.1653
C -0.2804 -0.8911 1.1359
H -1.2930 -1.0858 1.2461
H 0.0428 -0.9343 2.1980
H 0.1769 -1.6487 0.4353
H 0.4259 1.2396 -1.3326
H -1.4669 1.5377 1.8267

Entry 13:
This record from the OMol25 dataset describes a gas-phase ion, C4H5FNO2 (charge -1) at a distorted geometry. The level of theory is ωB97M-V/def2-TZVPD.

Output
SMILES string	[H]/N=C(/C)[C@H](F)C(=O)[O-]
total charge	-1
HOMO-LUMO gap	7.93	eV
HOMO level	-3.7	eV
E_LUMO	0.154	hartree

Positions of all 13 atoms, in Å:
F 2.2130 1.3955 -0.9073
O 1.3536 -2.0043 -1.6785
O 1.5992 -0.1688 -3.0230
N -0.4688 1.7253 -0.6413
C -0.7384 -0.4365 0.3755
C 0.0800 0.5663 -0.3782
C 1.4711 0.3011 -0.6255
C 1.4320 -0.8564 -2.0360
H -0.9258 -0.1239 1.3465
H 0.2128 2.2822 -1.1702
H 1.9980 -0.2537 0.1993
H -1.6937 -0.4981 -0.1199
H -0.3855 -1.5294 0.3826

Entry 14:
This record from the OMol25 dataset describes a single C4H5FO molecule at a distorted geometry. The level of theory is ωB97M-V/def2-TZVPD.

Output
SMILES string	O=C1CC(F)C1
HOMO-LUMO gap	10.64	eV
HOMO level	-9.7	eV
E_LUMO	0.036	hartree

Positions of all 11 atoms, in Å:
F -1.3479 0.9400 1.3348
O 1.5288 -0.9526 -1.3347
C 0.2539 0.9441 -0.4908
C 0.5337 -0.5503 -0.8551
C -0.1798 0.3481 0.8480
C -0.4995 -1.0115 0.2106
H -1.4647 -0.6818 -0.1841
H 0.6826 0.4808 1.5786
H -0.6218 1.2661 -1.0406
H 1.0683 1.6915 -0.6614
H -0.4142 -1.9782 0.6959

Entry 15:
This record from the OMol25 dataset describes a molecular structure, C4H5FO at a distorted geometry. The level of theory is ωB97M-V/def2-TZVPD.

Output
HOMO-LUMO gap	10.12	eV
HOMO level	-9.0	eV
E_LUMO	0.041	hartree

Positions of all 11 atoms, in Å:
F -1.8267 1.3300 -0.9252
O -0.7595 -1.2746 0.1005
C 0.3120 -1.3692 0.8545
C -0.6620 1.2064 -0.3110
C 0.0463 -0.0716 -0.5515
C 1.1895 -0.4738 0.3757
H 2.2359 -0.2215 0.4134
H -0.9281 1.3427 0.7631
H 0.5052 -2.0434 1.6211
H 0.0087 -0.4310 -1.5755
H -0.1213 2.0059 -0.7651

Entry 16:
This record from the OMol25 dataset describes a single C4H5FO2 molecule at a distorted geometry. The level of theory is ωB97M-V/def2-TZVPD.

Output
SMILES string	CO/C(C=O)=C\F
HOMO-LUMO gap	9.99	eV
HOMO level	-9.6	eV
E_LUMO	0.014	hartree

Positions of all 12 atoms, in Å:
F -0.3297 1.0907 -1.7901
O 1.3680 -0.1880 2.4722
O -0.2912 -0.8718 0.4172
C 0.4052 0.2916 0.3149
C 1.2110 0.5212 1.5179
C 0.3131 1.2344 -0.6052
C -1.0748 -1.3675 -0.6742
H 0.7702 2.1446 -0.4076
H -2.0026 -0.7415 -0.7916
H 1.5739 1.5942 1.5226
H -0.5522 -1.3652 -1.6495
H -1.3909 -2.3426 -0.3266

Entry 17:
This record from the OMol25 dataset describes a single C4H5FO2 molecule at a distorted geometry. The level of theory is ωB97M-V/def2-TZVPD.

Output
SMILES string	CCC(=O)C(=O)F
HOMO-LUMO gap	10.33	eV
HOMO level	-9.8	eV
E_LUMO	0.018	hartree

Positions of all 12 atoms, in Å:
F -2.5100 -1.4242 -0.0898
O -1.3155 -2.5488 1.3253
O 0.2026 -1.2579 -1.4656
C -0.2706 -0.9872 -0.4256
C -0.0290 0.7469 0.2859
C -1.3223 -1.7802 0.4031
C 1.2751 1.2816 -0.2317
H 1.6088 0.7400 -1.1871
H 0.0133 0.3627 1.3014
H 2.0720 1.2019 0.5077
H 1.2973 2.4381 -0.3814
H -1.0218 1.2271 -0.0421

Entry 18:
This record from the OMol25 dataset describes 2 unconnected molecules or ions with the total composition C4H5FO2 at a distorted geometry. The level of theory is ωB97M-V/def2-TZVPD.

Output
HOMO-LUMO gap	9.90	eV
HOMO level	-9.3	eV
E_LUMO	0.023	hartree

Positions of all 12 atoms, in Å:
F -2.3972 2.0168 0.3234
O 1.0067 1.1464 1.0233
O -1.0530 3.0581 -1.1176
C 0.1398 0.6971 0.3683
C 1.0763 -1.5350 0.0549
C -0.1804 -0.6675 -0.0740
C -1.2190 2.2106 -0.3220
H 1.5080 -1.4289 1.0469
H 1.8215 -1.2192 -0.6716
H -0.5645 -0.6664 -1.0936
H 0.8398 -2.5803 -0.1181
H -0.9780 -1.0317 0.5802

Entry 19:
This record from the OMol25 dataset describes 2 unconnected molecules or ions with the total composition C4H5FO2 at a distorted geometry. The level of theory is ωB97M-V/def2-TZVPD.

Output
HOMO-LUMO gap (spin up / spin down)	7.16 / 8.14	eV
HOMO level (spin up / spin down)	-6.6 / -9.9	eV
E_LUMO (spin up / spin down)	0.022 / -0.066	hartree
2S+1	3
<S²>	2.010

Positions of all 12 atoms, in Å:
F -0.1123 -1.6203 -1.0778
O -2.2533 -0.9047 -1.5036
O -1.1129 1.7170 -0.0662
C 0.8413 0.3222 1.6393
C -0.9148 -0.5391 -1.0532
C 1.5938 0.1670 0.5086
C -0.8685 0.6204 -0.3909
H 0.4068 1.2150 1.8494
H 1.8357 1.1000 -0.0631
H 2.1795 -0.6960 0.1768
H 0.7162 -0.4484 2.4071
H -2.3117 -0.9331 -2.4263

Entry 20:
This record from the OMol25 dataset describes a single C4H5FOS molecule at a distorted geometry. The level of theory is ωB97M-V/def2-TZVPD.

Output
SMILES string	FC1=COC[C@H]1S
HOMO-LUMO gap	9.21	eV
HOMO level	-8.5	eV
E_LUMO	0.025	hartree

Positions of all 12 atoms, in Å:
S -1.8588 1.0906 -0.5055
F -0.0797 -0.9319 -2.2885
O 1.6059 0.3219 0.5384
C 0.2735 0.0895 1.1501
C 1.4998 0.0082 -0.7778
C 0.2779 -0.3998 -1.1359
C -0.6769 -0.2567 -0.0195
H 2.3845 0.1836 -1.3939
H 0.3883 -0.7839 1.8110
H -2.6321 0.9521 0.6425
H -1.1640 -1.2086 0.2017
H -0.0183 0.9349 1.7774

E for the records above, in order: -27585.39252; -44927.72250; -59100.55532; -35834.47423; -17760.99486; -11148.07480; -11152.24102; -19560.44074; -9920.57977; -11972.25881; -11402.87243; -12531.57130; -12532.61995; -8992.48136; -8991.06540; -11039.40640; -11039.67107; -11039.74949; -11035.43136; -19827.67976 eV
Relative energy (zero: lowest compared OMol25 entry of this formula, charge and spin) for the records above, in order: 22.1; 159.3; 102.1; 25.2; 37.7; 124.7; 28.6; 12.9; 143.5; 41.1; 71.3; 24.2; 0.0; 12.6; 45.3; 48.0; 41.8; 40.0; 26.2; 20.9 kcal/mol